This record from the OMol25 dataset describes a 2-piece molecular cluster, C4H4BrFO overall in a non-equilibrium geometry. The level of theory is ωB97M-V/def2-TZVPD.

CARTESIAN COORDINATES (ANGSTROEM)
Br (-2.8191, -1.3234, -0.2517)
F (0.5791, 0.4249, 1.7258)
O (-1.4518, -3.5541, -1.0955)
C (-1.3824, -2.4973, -0.6161)
C (0.3790, 0.1398, -0.6677)
C (0.3919, -1.1853, -0.0695)
C (-0.1209, -0.0050, 0.6898)
H (1.2938, 0.4626, -0.9576)
H (-1.1111, 0.0181, 0.9331)
H (-0.1399, 0.4033, -1.6090)
H (1.2527, -1.7637, 0.2589)

The energy above the lowest of the compared OMol25 structures with the same formula, charge and spin is 193.94 kJ/mol. The calculation puts the gap between HOMO and LUMO (alpha / beta) at 7.563 / 8.021 eV. The HOMO energy (alpha / beta) comes out at -6.8979 / -10.5871 eV. As for the spin multiplicity: 3.